No. 1
A molecular structure, C20H18Cl5N6O2PZr. Source: OMol25; level of theory: the ωB97M-V functional and the def2-TZVPD basis.

Element x y z (Å)
Zr  1.484  -0.050  0.256
C  -3.719  -1.821  1.439
N  -2.292  -1.881  1.284
C  -1.500  -2.964  1.475
C  -0.216  -2.569  1.205
N  -0.226  -1.249  0.863
C  -1.502  -0.857  0.906
P  -2.128  0.814  0.456
C  -0.936  1.705  1.529
N  0.383  1.487  1.562
C  0.885  2.368  2.473
C  -0.140  3.112  2.991
N  -1.277  2.685  2.392
C  -2.604  3.168  2.666
C  -1.137  1.039  -1.083
N  0.200  1.136  -1.161
C  0.479  1.412  -2.469
C  -0.692  1.481  -3.175
N  -1.696  1.254  -2.293
C  -3.093  1.220  -2.629
H  -4.069  -2.737  1.908
H  -4.198  -1.712  0.465
H  -3.996  -0.970  2.062
H  -1.889  -3.918  1.776
H  0.694  -3.147  1.221
H  1.935  2.424  2.698
H  -0.136  3.893  3.724
H  -3.075  3.546  1.757
H  -2.544  3.975  3.394
H  -3.218  2.367  3.080
H  1.483  1.589  -2.813
H  -0.870  1.658  -4.217
H  -3.294  1.953  -3.410
H  -3.703  1.456  -1.756
H  -3.373  0.232  -2.997
Cl  3.823  0.329  -1.048
C  3.025  -0.827  -2.094
C  1.764  -1.171  -1.616
C  0.968  -1.885  -2.503
Cl  -0.664  -2.075  -1.995
C  1.403  -2.308  -3.757
Cl  0.352  -3.127  -4.833
C  2.716  -2.004  -4.149
Cl  3.290  -2.510  -5.676
C  3.543  -1.225  -3.321
Cl  5.101  -0.739  -3.832
C  3.906  -0.777  3.287
C  3.073  -0.506  2.079
O  2.937  0.661  1.616
O  2.443  -1.428  1.464
H  4.750  -0.089  3.317
H  4.247  -1.808  3.296
H  3.306  -0.605  4.183

net charge = +2
Kohn-Sham gap = 7.6 eV
lowest unoccupied orbital energy = -0.2358 Eh

No. 2
A molecular structure, C20H18F3O3Ti. Source: OMol25; level of theory: the ωB97M-V functional and the def2-TZVPD basis.

Element x y z (Å)
C  -3.321  -1.480  -0.431
C  -3.325  -0.587  0.703
C  -2.311  0.412  0.487
H  -4.128  -0.587  1.467
C  -1.739  0.188  -0.802
C  -2.312  -1.001  -1.349
H  -2.104  -1.391  -2.335
H  -4.052  -2.273  -0.609
H  -2.064  1.228  1.158
H  -0.986  0.807  -1.287
C  0.754  -2.597  1.239
C  -0.140  -3.711  1.050
C  -0.606  -3.696  -0.308
H  -0.330  -4.514  1.777
C  0.014  -2.573  -0.960
C  0.854  -1.910  -0.024
H  1.462  -1.046  -0.266
H  1.277  -2.341  2.155
H  -1.219  -4.456  -0.780
H  -0.048  -2.357  -2.012
Ti  -1.444  -1.865  0.751
O  1.202  1.874  -0.517
C  1.024  2.830  0.579
C  1.290  3.298  -0.838
H  -0.011  2.905  0.929
H  1.863  2.910  1.282
H  0.428  3.700  -1.393
H  1.836  5.475  -2.380
C  2.752  5.010  -1.995
C  2.622  3.831  -1.214
C  3.800  3.231  -0.709
H  3.716  2.325  -0.098
C  5.053  3.770  -1.009
H  5.942  3.269  -0.623
C  5.157  4.932  -1.771
H  6.130  5.355  -1.973
C  4.005  5.556  -2.255
H  4.075  6.475  -2.832
F  -4.829  -5.354  3.174
C  -3.624  -4.985  2.712
F  -2.746  -5.024  3.754
F  -3.201  -5.906  1.790
C  -3.622  -3.564  2.084
O  -4.675  -2.996  1.889
O  -2.417  -3.164  1.792

net charge = +1
Kohn-Sham gap = 5.8 eV
lowest unoccupied orbital energy = -0.2006 Eh

No. 3
A gas-phase ion, C20H18FN2O (charge +1). Source: OMol25; level of theory: the ωB97M-V functional and the def2-TZVPD basis.

Element x y z (Å)
O  -2.159  -1.758  1.385
C  -1.035  -1.334  1.666
N  -0.421  -0.426  0.830
N  -1.048  -0.198  -0.434
C  -0.090  0.010  -1.532
C  0.927  1.001  -1.052
C  2.129  0.514  -0.500
C  2.829  1.311  0.404
C  2.355  2.601  0.688
C  1.287  3.149  -0.036
C  0.640  2.366  -0.999
C  -0.878  0.303  -2.797
C  -0.801  -0.578  -3.887
C  -1.667  -0.441  -4.974
C  -2.579  0.634  -5.020
C  -2.557  1.551  -3.962
F  -3.348  2.681  -4.041
C  -1.746  1.395  -2.844
C  -0.240  -1.653  2.892
C  -0.702  -2.590  3.836
C  0.076  -2.916  4.951
C  1.327  -2.316  5.154
C  1.775  -1.358  4.239
C  0.975  -0.991  3.151
H  0.598  -0.435  0.782
H  -1.729  -0.955  -0.635
H  -1.603  0.662  -0.285
H  0.396  -0.953  -1.623
H  2.479  -0.489  -0.779
H  3.744  0.930  0.873
H  2.849  3.205  1.454
H  0.961  4.185  0.115
H  -0.060  2.799  -1.714
H  -0.033  -1.357  -3.887
H  -1.620  -1.145  -5.816
H  -3.278  0.756  -5.840
H  -1.777  2.147  -2.050
H  -1.679  -3.053  3.700
H  -0.284  -3.643  5.679
H  1.944  -2.576  6.016
H  2.742  -0.873  4.367
H  1.302  -0.161  2.524

SMILES = O=C(N[NH2+][C@H](c1ccccc1)c1cccc(F)c1)c1ccccc1
net charge = +1
Kohn-Sham gap = 9.5 eV
lowest unoccupied orbital energy = -0.1106 Eh

No. 4
A molecular structure, C20H18FeN3O3S2. Source: OMol25; level of theory: the ωB97M-V functional and the def2-TZVPD basis.

Element x y z (Å)
Fe  0.448  -0.356  1.021
C  -3.512  -1.972  0.110
C  -2.425  -0.984  0.426
N  -1.164  -1.219  0.156
N  -1.001  -2.439  -0.505
C  0.117  -2.999  -0.252
S  1.281  -2.355  0.840
S  0.435  -4.530  -1.102
C  0.418  -5.614  0.366
C  -0.980  -5.933  0.807
C  -1.753  -6.879  0.143
C  -3.064  -7.112  0.525
C  -3.622  -6.396  1.578
C  -2.858  -5.454  2.249
C  -1.544  -5.222  1.862
C  -2.808  0.259  1.046
C  -4.100  0.792  0.848
C  -4.465  1.982  1.416
C  -3.551  2.680  2.230
C  -2.303  2.175  2.460
C  -1.908  0.948  1.871
O  -0.723  0.478  2.133
H  -3.112  -2.964  -0.057
H  -4.228  -1.989  0.929
H  -4.040  -1.667  -0.797
H  0.983  -6.498  0.072
H  0.963  -5.096  1.154
H  -1.327  -7.427  -0.690
H  -3.655  -7.851  0.000
H  -4.649  -6.573  1.871
H  -3.282  -4.897  3.075
H  -0.947  -4.480  2.382
H  -4.797  0.274  0.203
H  -5.449  2.391  1.231
H  -3.834  3.630  2.663
H  -1.581  2.686  3.082
O  2.148  0.107  2.016
C  2.323  1.066  1.231
C  3.366  2.140  1.237
C  2.857  3.057  0.117
C  1.652  2.328  -0.492
O  1.005  2.702  -1.429
N  1.439  1.159  0.245
H  4.338  1.693  1.030
H  3.420  2.609  2.218
H  3.587  3.254  -0.665
H  2.507  4.019  0.491

multiplicity = 2
Kohn-Sham gap (alpha / beta) = 7.2 / 7.9 eV
lowest unoccupied orbital energy (alpha / beta) = -0.0476 / -0.0262 Eh

No. 5
A molecular structure, C20H18HfN4O8S5. Source: OMol25; level of theory: the ωB97M-V functional and the def2-TZVPD basis.

Element x y z (Å)
Hf  0.520  0.231  -0.166
C  -6.688  0.495  2.198
O  -5.698  0.094  1.261
C  -4.422  -0.009  1.673
C  -4.009  0.213  2.998
C  -2.680  0.072  3.305
C  -1.714  -0.258  2.338
C  -0.340  -0.461  2.721
C  0.048  -0.526  4.169
O  0.588  -0.592  1.890
C  -2.150  -0.465  0.997
O  -1.291  -0.777  0.044
C  -3.502  -0.354  0.695
H  -7.621  0.530  1.644
H  -6.470  1.484  2.603
H  -6.778  -0.228  3.011
H  -4.713  0.488  3.766
H  -2.369  0.237  4.327
H  -0.574  -1.228  4.722
H  -0.073  0.461  4.620
H  1.093  -0.813  4.236
H  -3.834  -0.496  -0.324
O  5.807  2.376  1.994
C  6.087  1.420  1.123
O  7.215  1.089  0.862
C  4.932  0.730  0.481
C  5.053  -0.348  -0.380
N  3.817  -0.716  -0.737
N  2.893  0.050  -0.160
C  3.548  0.937  0.573
C  2.667  1.895  1.306
O  3.119  2.637  2.162
O  1.437  1.805  0.939
H  4.832  2.520  2.124
H  5.934  -0.849  -0.741
H  3.496  -1.488  -1.313
O  1.976  5.273  -4.164
C  1.506  4.319  -3.613
S  1.992  2.642  -3.956
C  0.901  1.878  -2.821
C  0.123  2.686  -2.067
S  -1.053  2.124  -0.898
S  0.294  4.411  -2.319
S  0.908  0.125  -2.708
S  1.237  -2.574  -0.705
C  0.279  -2.798  -2.097
N  -1.034  -2.631  -2.170
C  -1.523  -2.726  -3.540
C  -0.234  -2.997  -4.346
N  0.756  -3.181  -3.287
H  -1.519  -2.153  -1.412
H  -1.999  -1.793  -3.841
H  -2.242  -3.540  -3.634
H  0.036  -2.143  -4.967
H  -0.315  -3.886  -4.968
H  1.748  -3.195  -3.449

Kohn-Sham gap = 6.6 eV
lowest unoccupied orbital energy = -0.0255 Eh

No. 6
C20H18N2O in the gas phase. Source: OMol25; level of theory: the ωB97M-V functional and the def2-TZVPD basis.

Element x y z (Å)
C  5.230  -0.487  -4.141
C  5.098  -0.632  -2.630
C  5.070  -2.098  -2.203
C  4.896  -2.249  -0.687
C  3.617  -1.736  -0.246
C  2.542  -1.308  0.086
C  1.284  -0.802  0.485
C  0.882  -0.880  1.821
C  -0.349  -0.393  2.208
C  -1.178  0.189  1.259
C  -0.789  0.285  -0.080
C  0.438  -0.219  -0.462
C  -1.716  0.985  -1.037
O  -3.090  0.852  -0.693
C  -3.357  0.968  0.623
C  -4.528  1.317  1.289
C  -5.820  1.720  0.908
C  -6.720  1.994  1.897
C  -6.376  1.875  3.263
C  -5.133  1.483  3.668
C  -4.177  1.192  2.678
N  -2.912  0.799  2.825
N  -2.443  0.668  1.577
H  5.251  0.562  -4.424
H  6.148  -0.955  -4.491
H  4.391  -0.962  -4.645
H  5.937  -0.129  -2.142
H  4.179  -0.146  -2.293
H  6.002  -2.583  -2.502
H  4.248  -2.607  -2.711
H  5.693  -1.709  -0.167
H  4.965  -3.305  -0.409
H  1.543  -1.330  2.546
H  -0.692  -0.447  3.228
H  0.752  -0.156  -1.493
H  -1.628  0.577  -2.047
H  -1.460  2.059  -1.072
H  -6.072  1.804  -0.138
H  -7.721  2.309  1.642
H  -7.132  2.103  4.001
H  -4.871  1.390  4.710

SMILES = CCCCC#Cc1ccc2c(c1)COc1c3ccccc3nn1-2
Kohn-Sham gap = 7.8 eV
lowest unoccupied orbital energy = 0.0049 Eh

No. 7
C20H18N2O5 in the gas phase. Source: OMol25; level of theory: the ωB97M-V functional and the def2-TZVPD basis.

Element x y z (Å)
C  -6.337  1.559  4.918
C  -5.893  2.343  3.644
O  -4.431  2.876  3.764
C  -3.489  2.258  3.001
C  -3.574  0.922  2.863
C  -2.665  0.188  1.989
C  -1.549  0.827  1.469
C  -0.537  0.122  0.545
O  -0.213  0.791  -0.376
C  -0.633  -1.446  0.495
O  0.641  -2.235  0.642
C  1.351  -2.146  -0.533
O  0.852  -2.049  -1.653
C  2.845  -2.344  -0.539
C  3.410  -1.227  -1.290
N  3.620  -0.097  -0.727
N  4.211  0.994  -1.392
C  4.699  0.812  -2.620
O  5.532  1.669  -3.025
C  4.428  -0.474  -3.390
C  4.991  -0.618  -4.685
C  4.439  -1.603  -5.514
C  3.402  -2.429  -4.984
C  3.147  -2.389  -3.639
C  3.623  -1.413  -2.768
C  -1.430  2.190  1.837
C  -2.389  2.889  2.515
H  -6.103  0.497  4.806
H  -5.844  2.015  5.708
H  -7.419  1.602  5.034
H  -6.432  3.264  3.576
H  -6.055  1.622  2.779
H  -4.409  0.331  3.239
H  -2.987  -0.853  1.854
H  -1.235  -1.825  1.203
H  -1.117  -1.595  -0.522
H  3.295  -2.201  0.366
H  3.084  -3.351  -0.922
H  3.939  1.895  -1.195
H  5.730  0.055  -4.933
H  4.692  -1.727  -6.585
H  2.988  -3.208  -5.774
H  2.568  -3.314  -3.370
H  -0.537  2.829  1.682
H  -2.210  3.995  2.506

SMILES = CCOc1ccc(C(=O)COC(=O)Cc2n[nH]c(=O)c3ccccc23)cc1
Kohn-Sham gap = 9.1 eV
lowest unoccupied orbital energy = 0.0075 Eh

No. 8
C20H18N4S in the gas phase. Source: OMol25; level of theory: the ωB97M-V functional and the def2-TZVPD basis.

Element x y z (Å)
C  1.830  -3.262  -0.568
C  1.488  -3.007  -1.986
C  2.289  -3.652  -2.929
C  1.924  -3.661  -4.301
C  0.727  -3.041  -4.653
C  -0.059  -2.353  -3.713
C  0.360  -2.281  -2.363
C  -0.492  -1.489  -1.451
N  -1.817  -1.675  -1.509
C  -2.585  -0.908  -0.712
N  -2.140  0.021  0.128
C  -0.824  0.158  0.193
C  0.048  -0.543  -0.575
N  1.327  -0.057  -0.263
C  1.272  0.872  0.718
S  2.664  1.395  1.455
N  -0.078  1.072  0.962
C  -0.596  2.081  1.812
C  -0.523  3.435  1.414
C  -0.009  3.837  0.064
C  -0.955  4.436  2.317
C  -1.453  4.063  3.569
C  -1.516  2.737  3.921
C  -1.139  1.753  3.043
C  -1.213  0.323  3.552
H  2.235  -4.259  -0.372
H  2.503  -2.464  -0.229
H  0.937  -3.198  0.073
H  3.139  -4.252  -2.647
H  2.515  -4.181  -5.036
H  0.361  -3.059  -5.663
H  -0.992  -1.905  -4.094
H  -3.664  -1.084  -0.805
H  2.220  -0.378  -0.680
H  -0.341  4.835  -0.250
H  -0.310  3.131  -0.739
H  1.088  3.836  0.068
H  -0.876  5.488  2.083
H  -1.718  4.870  4.272
H  -1.921  2.499  4.897
H  -0.220  -0.148  3.500
H  -1.871  -0.272  2.938
H  -1.613  0.286  4.563

SMILES = Cc1ccccc1-c1ncnc2c1[nH]c(=S)n2-c1c(C)cccc1C
Kohn-Sham gap = 8.2 eV
lowest unoccupied orbital energy = -0.0015 Eh

No. 9
A molecular structure, C20H18N7PtS2. Source: OMol25; level of theory: the ωB97M-V functional and the def2-TZVPD basis.

Element x y z (Å)
Pt  -0.539  0.223  -0.137
C  -3.467  -1.272  -2.833
C  -2.631  -0.879  -1.663
N  -1.423  -0.438  -1.776
N  -0.851  -0.357  -3.006
C  0.351  0.181  -2.969
N  0.989  0.315  -4.137
S  1.195  0.739  -1.543
C  -3.130  -0.955  -0.279
C  -4.327  -1.564  0.055
C  -4.711  -1.632  1.385
C  -3.889  -1.085  2.354
C  -2.704  -0.491  1.955
N  -2.335  -0.426  0.679
H  -3.099  -0.773  -3.723
H  -4.508  -0.997  -2.664
H  -3.424  -2.349  -3.012
H  0.552  -0.012  -4.981
H  1.917  0.696  -4.169
H  -4.945  -1.988  -0.723
H  -5.643  -2.109  1.658
H  -4.152  -1.111  3.401
H  -2.029  -0.039  2.671
N  1.225  -1.622  3.781
C  1.202  -2.992  3.926
C  1.349  -3.567  5.196
C  1.332  -4.933  5.336
C  1.171  -5.769  4.222
C  1.035  -5.221  2.970
C  1.053  -3.829  2.813
S  1.003  -3.118  1.247
N  0.729  -1.561  1.448
C  0.842  -0.924  2.659
C  0.604  0.462  2.726
C  0.766  1.210  3.925
C  0.615  2.566  3.926
C  0.297  3.227  2.732
C  0.104  2.468  1.605
N  0.218  1.127  1.574
H  1.453  -1.092  4.606
H  1.472  -2.925  6.060
H  1.439  -5.366  6.321
H  1.158  -6.843  4.345
H  0.921  -5.855  2.100
H  1.021  0.721  4.855
H  0.747  3.124  4.843
H  0.190  4.300  2.686
H  -0.164  2.929  0.665

multiplicity = 3
net charge = +1
Kohn-Sham gap (alpha / beta) = 5.6 / 5.8 eV
lowest unoccupied orbital energy (alpha / beta) = -0.1171 / -0.1713 Eh

No. 10
C20H19BrN2O6S in the gas phase. Source: OMol25; level of theory: the ωB97M-V functional and the def2-TZVPD basis.

Element x y z (Å)
C  -5.640  -0.649  -2.489
C  -4.418  -1.287  -1.852
O  -3.726  -0.309  -1.077
C  -2.404  -0.240  -1.182
O  -1.732  -0.973  -1.908
C  -1.779  0.757  -0.349
C  -0.405  0.910  -0.325
O  0.459  0.232  -1.071
C  -0.133  1.947  0.669
C  1.027  2.475  1.145
C  2.356  2.141  0.802
C  3.544  2.639  1.315
C  4.579  1.954  0.663
C  3.971  1.085  -0.210
C  4.519  0.077  -1.167
N  3.681  -1.095  -1.286
S  3.591  -2.064  0.091
O  4.574  -1.586  1.019
O  3.662  -3.424  -0.345
C  1.945  -1.813  0.756
C  1.744  -0.976  1.835
C  0.465  -0.819  2.344
C  -0.577  -1.523  1.762
Br  -2.323  -1.335  2.464
C  -0.376  -2.375  0.687
C  0.903  -2.513  0.178
O  2.641  1.197  -0.128
N  -1.346  2.382  1.184
C  -2.301  1.711  0.616
C  -3.729  1.910  0.937
H  -5.342  0.148  -3.166
H  -6.285  -0.231  -1.720
H  -6.192  -1.399  -3.048
H  -4.713  -2.094  -1.172
H  -3.736  -1.688  -2.609
H  -0.098  -0.382  -1.620
H  0.919  3.241  1.900
H  3.639  3.395  2.068
H  5.632  2.071  0.812
H  5.496  -0.257  -0.814
H  4.632  0.516  -2.165
H  2.761  -0.885  -1.646
H  2.589  -0.471  2.275
H  0.279  -0.163  3.181
H  -1.203  -2.915  0.253
H  1.109  -3.172  -0.650
H  -3.832  2.711  1.663
H  -4.283  2.151  0.032
H  -4.147  0.989  1.343

SMILES = CCOC(=O)C1=C(O)/C(=C\c2ccc(CNS(=O)(=O)c3ccc(Br)cc3)o2)N=C1C
Kohn-Sham gap = 7.2 eV
lowest unoccupied orbital energy = -0.0322 Eh

Respective largest force on an atom values: 1.53, 2.05, 2.16, 1.61, 0.81, 1.15, 5.22, 2.18, 0.34, 1.31 eV/Å.
Respective M values: 673.87, 411.22, 321.37, 468.36, 781.21, 302.38, 366.37, 346.46, 615.62, 495.35 u.